Here is a structure of composition C52H76GeN3O5SSeW from OMol25. Energies are from the ωB97M-V functional and the def2-TZVPD basis.

Structure (XYZ):
```
140
Properties=species:S:1:pos:R:3:forces:R:3:lowdin_spin:R:1
W -0.808085 0.474398 1.609108 -0.3 -0.1 0.6 0.000
C 0.874870 3.711273 2.136704 0.0 0.0 0.0 0.000
C 0.359987 3.050797 3.397271 -0.1 0.1 0.0 0.000
C 1.489473 2.680846 4.328205 0.0 0.0 0.0 0.000
C -0.710574 3.875799 4.077573 0.0 0.0 0.0 0.000
O -0.311536 1.730667 2.989618 0.3 0.0 -0.5 0.000
Ge -1.630479 0.699800 4.356642 0.0 -0.1 0.0 0.000
O -2.625933 0.808189 2.784488 -0.2 0.0 0.1 0.000
C -4.081866 1.250421 2.790405 0.0 0.0 0.0 0.000
C -4.128007 2.761489 2.874095 0.0 0.0 0.0 0.000
C -4.706353 0.622158 4.023668 0.0 0.0 0.0 0.000
C -4.719663 0.706480 1.531799 0.0 0.0 0.0 0.000
O -0.890022 -0.798713 3.102676 0.5 0.0 0.1 0.000
C -1.093047 -2.238776 3.618529 -0.2 0.1 0.0 0.000
C -0.302899 -2.341830 4.902675 -0.1 0.0 0.0 0.000
C -0.592918 -3.189467 2.538295 0.1 0.0 0.0 0.000
C -2.578212 -2.380875 3.870328 0.0 0.0 0.0 0.000
H 1.475966 4.572528 2.431105 0.0 0.0 0.0 0.000
H 1.522823 3.033816 1.573709 0.0 0.0 0.0 0.000
H 0.066768 4.083593 1.509075 0.0 0.0 0.0 0.000
H 1.898130 3.597087 4.756180 0.0 0.0 0.0 0.000
H 1.149151 2.056263 5.156138 0.0 0.0 0.0 0.000
H 2.284732 2.172096 3.791173 0.0 0.0 0.0 0.000
H -0.299439 4.854041 4.329861 0.0 0.0 0.0 0.000
H -1.564612 4.036307 3.420073 0.0 0.0 0.0 0.000
H -1.037488 3.427367 5.019885 0.0 0.0 0.0 0.000
H -3.695190 3.119482 3.810919 0.0 0.0 0.0 0.000
H -3.618121 3.231552 2.034590 0.0 0.0 0.0 0.000
H -5.168054 3.089261 2.858780 0.0 0.0 0.0 0.000
H -4.255623 0.986639 4.954580 0.0 0.0 0.0 0.000
H -5.756810 0.909784 4.076709 0.0 0.0 0.0 0.000
H -4.666254 -0.465053 3.987682 0.0 0.0 0.0 0.000
H -4.351081 1.204851 0.637651 0.0 0.0 0.0 0.000
H -4.561603 -0.370329 1.445848 0.0 0.0 0.0 0.000
H -5.794477 0.882494 1.584296 0.0 0.0 0.0 0.000
H 0.743684 -2.102411 4.751072 0.1 0.0 0.0 0.000
H -0.714198 -1.715416 5.697741 0.0 0.0 0.0 0.000
H -0.364805 -3.373585 5.254055 0.0 0.0 0.0 0.000
H -0.462285 -2.673658 1.589436 0.0 0.0 0.0 0.000
H 0.355146 -3.640840 2.819895 0.1 0.0 0.0 0.000
H -1.317122 -3.986141 2.374296 0.0 0.0 0.0 0.000
H -2.920870 -1.707215 4.660875 0.0 0.0 0.0 0.000
H -3.163372 -2.209520 2.966194 0.0 0.0 0.0 0.000
H -2.777094 -3.394089 4.221963 0.0 0.0 0.0 0.000
C -4.711767 2.955459 -4.260864 0.0 0.0 0.0 0.000
C -4.769535 1.434499 -4.122133 0.0 0.0 0.0 0.000
C -4.256070 0.798545 -5.423234 0.0 0.0 0.0 0.000
C -6.229367 1.014276 -3.891875 0.0 0.0 0.0 0.000
C -3.925283 0.936041 -2.950991 0.0 0.0 0.0 0.000
C -3.247496 1.799900 -2.090521 0.0 0.0 0.0 0.000
C -2.516190 1.268044 -1.045712 0.0 0.0 -0.1 0.000
Se -1.587439 2.352815 0.206489 0.0 0.1 0.0 0.000
C 2.324066 1.053306 -0.803251 0.0 0.0 0.1 0.000
C 3.542877 1.513097 -1.277350 0.0 0.0 0.0 0.000
C 4.686348 1.364794 -0.510361 0.0 0.0 0.0 0.001
C 4.545196 0.634337 0.668187 0.1 0.0 0.0 0.000
C 3.355110 0.105866 1.158515 -0.1 0.0 -0.1 0.001
C 2.178207 0.431815 0.441060 0.0 0.2 0.0 0.000
O 0.889733 0.215497 0.918076 0.3 -0.2 0.1 0.001
C 3.438709 -0.919495 2.295879 0.0 0.0 0.0 0.001
C 2.686768 -0.509539 3.559158 0.0 0.0 0.0 0.000
C 2.898021 -2.240219 1.726808 0.0 0.0 0.0 0.004
C 4.889701 -1.173642 2.716826 0.0 -0.1 0.1 0.000
C 6.047970 1.904713 -0.927412 0.0 0.0 0.0 0.000
C 5.969414 2.686768 -2.237759 0.0 0.0 0.0 0.000
C 7.018427 0.726645 -1.106111 0.0 0.0 0.0 0.000
C 6.565159 2.837180 0.179737 0.0 0.0 0.0 0.000
C -2.463130 -0.106812 -0.817867 -0.1 0.0 0.2 0.000
O -1.748458 -0.426696 0.330700 0.1 0.0 -0.4 0.000
C -3.129559 -1.015405 -1.637441 0.0 0.0 0.0 0.000
C -3.831850 -0.432072 -2.696352 0.0 0.0 0.0 0.000
C -3.179059 -2.540345 -1.503562 0.0 0.0 0.0 0.000
C -4.645178 -2.988691 -1.395759 0.0 0.0 0.0 0.000
C -2.428418 -3.068835 -0.286076 0.0 0.0 0.0 0.000
C -2.541543 -3.155522 -2.759595 0.0 0.0 0.0 0.000
H -5.327916 3.265341 -5.103737 0.0 0.0 0.0 0.000
H -3.697233 3.315952 -4.458049 0.0 0.0 0.0 0.000
H -5.099017 3.464321 -3.376173 0.0 0.0 0.0 0.000
H -4.837154 1.166140 -6.268617 0.0 0.0 0.0 0.000
H -4.344596 -0.288281 -5.415747 0.0 0.0 0.0 0.000
H -3.209283 1.055091 -5.611990 0.0 0.0 0.0 0.000
H -6.842727 1.345468 -4.729774 0.0 0.0 0.0 0.000
H -6.629993 1.465985 -2.983042 0.0 0.0 0.0 0.000
H -6.337791 -0.068275 -3.814223 0.0 0.0 0.0 0.000
H -3.306101 2.872185 -2.222092 0.0 0.0 0.0 0.000
H 3.576219 2.006841 -2.241247 0.0 0.0 0.0 0.000
H 5.443184 0.439498 1.235758 -0.1 0.1 -0.1 0.000
H 1.643071 -0.260420 3.381845 -0.1 0.0 0.0 0.000
H 3.174166 0.339653 4.034213 0.0 0.0 0.0 0.000
H 2.730875 -1.333974 4.269626 0.0 0.0 0.1 0.000
H 1.859336 -2.157231 1.413747 -0.2 0.0 0.0 0.003
H 2.971578 -3.029294 2.475940 0.0 0.0 0.0 0.000
H 3.497597 -2.545700 0.865560 0.0 0.0 0.0 0.001
H 5.360328 -0.288333 3.146139 0.0 0.0 0.0 0.000
H 5.504059 -1.536145 1.891438 0.0 0.0 0.0 0.000
H 4.895041 -1.942974 3.489087 0.0 0.0 0.0 0.000
H 5.661767 2.056351 -3.076938 0.0 0.0 0.0 0.000
H 6.954653 3.080537 -2.483024 0.0 0.0 0.0 0.000
H 5.291673 3.540586 -2.166587 0.0 0.0 0.0 0.000
H 6.668084 0.039486 -1.880586 0.0 0.0 0.0 0.000
H 7.158274 0.163976 -0.182415 0.0 0.0 0.0 0.000
H 7.995634 1.101677 -1.409679 0.0 0.0 0.0 0.000
H 5.886786 3.676973 0.340183 0.0 0.0 0.0 0.000
H 7.535170 3.241549 -0.108532 0.0 0.0 0.0 0.000
H 6.698831 2.314095 1.127261 0.0 0.0 0.0 0.000
H -4.373196 -1.099277 -3.353046 0.0 0.0 0.0 0.000
H -5.143366 -2.508345 -0.551466 0.0 0.0 0.0 0.000
H -4.688965 -4.067657 -1.245468 0.0 0.0 0.0 0.000
H -5.215840 -2.763791 -2.295642 0.0 0.0 0.0 0.000
H -2.840395 -2.679889 0.647358 0.0 0.0 0.0 0.000
H -1.367655 -2.814613 -0.332380 -0.1 0.0 0.0 0.000
H -2.519222 -4.155379 -0.257789 0.0 0.0 0.0 0.000
H -3.066526 -2.867471 -3.670008 0.0 0.0 0.0 0.000
H -2.571753 -4.244045 -2.695760 0.0 0.0 0.0 0.000
H -1.496359 -2.844199 -2.853917 0.0 0.0 0.0 0.000
N 2.471144 -1.504372 -2.970508 0.0 0.0 0.0 0.153
C 3.112002 -2.739098 -2.982943 0.0 0.0 0.0 0.106
C 4.205939 -2.954283 -3.812977 0.0 0.0 0.0 -0.005
C 4.803188 -4.197774 -3.824390 0.0 0.0 0.0 0.082
C 4.323957 -5.241564 -3.012597 0.0 0.0 0.0 0.052
C 3.245316 -5.040782 -2.184696 0.0 0.0 0.0 0.007
C 2.628119 -3.782971 -2.160457 0.0 0.0 0.0 0.125
S 1.275633 -3.533316 -1.132680 0.0 0.0 -0.1 0.342
N 0.809010 -1.980100 -1.372778 0.0 -0.1 0.0 0.106
C 1.396776 -1.194996 -2.208975 0.0 0.0 0.0 0.017
C 0.783187 0.153563 -2.455005 0.0 0.0 0.0 -0.002
C -0.144318 0.317367 -3.455959 0.0 0.0 0.0 -0.001
C -0.583882 1.602641 -3.774631 0.0 -0.1 0.0 0.000
C -0.092117 2.685388 -3.065988 0.0 0.0 0.1 0.000
C 0.791312 2.462177 -2.031501 0.0 0.0 0.0 0.000
N 1.215283 1.218197 -1.735605 0.0 0.0 0.0 0.000
H 2.834939 -0.796087 -3.596089 0.0 0.0 0.0 0.003
H 4.575609 -2.159096 -4.449063 0.0 0.0 0.0 -0.002
H 5.651008 -4.375347 -4.472714 0.0 0.0 0.0 0.003
H 4.806931 -6.208740 -3.045326 0.0 0.0 0.0 0.002
H 2.869156 -5.842253 -1.560871 0.0 0.0 0.0 -0.002
H -0.493918 -0.545627 -4.007516 0.0 0.0 0.0 0.000
H -1.286532 1.747913 -4.584600 0.0 0.0 0.0 0.000
H -0.387190 3.699341 -3.299208 0.0 0.0 0.0 0.000
H 1.220192 3.255467 -1.436158 0.0 0.0 0.0 0.000
```
Positions in Å, forces in eV/Å.

Calculated values
LUMO (spin up / spin down)   -11.6 / -12.3 eV
Gap between HOMO and LUMO (spin up / spin down)   0.2295 / 0.2019 Ha
Strongest force on any atom   0.69 eV/A
Electronic energy   -204356.0041 eV
HOMO level (spin up / spin down)   -17.827 / -17.826 eV
Net charge   +4
2S+1   2